{"formula": "C39H55BaN6O11S2Si3", "method": "ωB97M-V with the def2-TZVPD basis set", "symbols": ["Ba", "C", "O", "C", "C", "C", "C", "C", "C", "O", "C", "O", "C", "H", "H", "H", "H", "H", "H", "H", "H", "H", "C", "Si", "C", "C", "C", "Si", "C", "C", "C", "Si", "C", "C", "C", "C", "C", "C", "C", "N", "H", "H", "H", "H", "H", "H", "H", "H", "H", "H", "H", "H", "H", "H", "H", "H", "H", "H", "H", "H", "H", "H", "H", "H", "H", "H", "H", "H", "O", "S", "C", "C", "C", "C", "H", "H", "H", "H", "H", "H", "H", "H", "C", "C", "C", "C", "N", "C", "S", "N", "C", "H", "H", "H", "H", "H", "H", "H", "H", "O", "N", "O", "C", "C", "C", "C", "O", "C", "C", "N", "O", "O", "N", "O", "O", "H", "H"], "coordinates": [[1.04397, -0.38291, -0.48935], [2.24888, 5.17253, -4.74147], [3.51929, 4.94189, -4.16646], [3.61465, 3.92515, -3.27023], [4.85630, 3.79669, -2.62197], [5.02410, 2.79336, -1.70820], [3.99947, 1.88999, -1.35994], [4.21576, 0.80909, -0.40986], [5.62423, 0.38290, -0.06206], [3.29102, 0.17509, 0.11463], [2.71995, 2.05697, -1.98247], [1.70470, 1.33397, -1.67557], [2.58597, 3.06743, -2.97288], [2.36192, 6.03819, -5.38969], [1.49753, 5.38497, -3.97657], [1.91726, 4.31728, -5.33717], [5.65013, 4.49512, -2.84790], [5.98209, 2.73014, -1.21182], [6.40216, 1.02363, -0.46086], [5.75964, -0.61917, -0.46689], [5.71306, 0.31849, 1.02280], [1.60369, 3.16744, -3.41269], [-1.24644, 5.39180, 1.22173], [-0.55441, 3.85000, 0.32074], [-1.53870, 3.81139, -1.30611], [1.21186, 4.42949, -0.06677], [-0.69038, 2.26976, 1.23377], [-2.39099, 1.60671, 1.43910], [-2.55890, 0.38066, 2.88199], [-3.14830, 0.75028, -0.06907], [-3.65737, 2.97225, 1.87279], [0.46524, 2.02923, 2.61537], [2.26749, 2.57919, 2.41536], [-0.09113, 2.89521, 4.23030], [0.70755, 0.18792, 3.12586], [0.78999, -0.18963, 4.46830], [1.03339, -1.50821, 4.81457], [1.20054, -2.43924, 3.80195], [1.12074, -1.99599, 2.49453], [0.88295, -0.72958, 2.15411], [-1.01808, 6.29882, 0.65014], [-0.79022, 5.49980, 2.20982], [-2.32822, 5.34312, 1.35586], [-1.21638, 4.59895, -1.99493], [-2.60910, 3.94360, -1.12502], [-1.40077, 2.84856, -1.79942], [1.23256, 5.01684, -0.98987], [1.90000, 3.59493, -0.19077], [1.59540, 5.06495, 0.73485], [-1.93228, -0.49913, 2.72927], [-3.59904, 0.04571, 2.97197], [-2.27084, 0.84543, 3.82808], [-2.53708, -0.09247, -0.39573], [-3.22616, 1.44694, -0.90777], [-4.15352, 0.37621, 0.15314], [-3.28633, 3.60314, 2.68388], [-4.62099, 2.55092, 2.18049], [-3.84033, 3.61854, 1.00933], [2.34431, 3.66429, 2.32896], [2.70984, 2.13696, 1.52201], [2.85749, 2.26217, 3.27961], [-0.41646, 3.90697, 3.97873], [0.70373, 2.97424, 4.98027], [-0.94384, 2.38494, 4.68605], [0.65914, 0.56212, 5.23642], [1.08997, -1.80784, 5.85444], [1.37989, -3.48532, 4.01164], [1.24852, -2.70121, 1.67857], [-0.61716, -0.00456, -2.01660], [-0.18331, 0.86376, -3.15752], [1.05309, -0.10093, -4.10296], [0.29729, -0.93909, -5.12069], [-0.79663, -0.02923, -5.66860], [-1.48787, 0.53477, -4.43642], [1.60865, -0.69375, -3.37987], [1.72712, 0.62087, -4.56930], [-0.15916, -1.79376, -4.61479], [0.95562, -1.31820, -5.90416], [-1.49086, -0.56189, -6.32094], [-0.34516, 0.78004, -6.25071], [-2.15386, -0.19182, -3.97108], [-2.02898, 1.46289, -4.61793], [-6.27453, -2.21385, 4.02753], [-5.59864, -2.88707, 2.87809], [-6.23600, -3.63101, 1.93418], [-5.44803, -4.15973, 0.87312], [-4.15329, -4.01059, 0.80379], [-3.48848, -3.33858, 1.78033], [-1.85720, -3.13888, 1.86514], [-4.26484, -2.73473, 2.76951], [-6.11353, -4.90320, -0.24389], [-7.33196, -2.46467, 4.04683], [-6.17115, -1.13026, 3.94582], [-5.82052, -2.52150, 4.97081], [-7.30193, -3.79604, 1.97902], [-3.74532, -2.17722, 3.43479], [-7.01058, -5.41545, 0.10326], [-5.41356, -5.61248, -0.67874], [-6.40436, -4.19607, -1.02403], [5.28875, -6.79548, 0.23049], [4.08160, -6.97532, 0.21888], [3.55082, -8.03262, 0.51862], [3.23241, -5.87285, -0.15893], [3.79511, -4.70187, -0.61986], [2.98516, -3.63898, -0.97058], [1.54323, -3.65732, -0.79484], [0.83183, -2.64183, -0.86541], [1.03402, -4.97237, -0.44217], [1.84379, -6.01336, -0.09760], [-0.39853, -5.24600, -0.50400], [-0.83384, -6.12442, 0.22189], [-1.04857, -4.64595, -1.32989], [3.62333, -2.48705, -1.52758], [2.93931, -1.59726, -2.03008], [4.84338, -2.43819, -1.53944], [4.86545, -4.61280, -0.72486], [1.40771, -6.95574, 0.19942]], "forces_ev_per_angstrom": [[-1.512, -0.806, 4.528], [-0.038, 0.031, -0.052], [0.014, 0.016, 0.012], [0.013, -0.092, 0.081], [0.088, 0.051, -0.030], [0.022, -0.005, -0.010], [-0.180, -0.070, -0.087], [0.220, 0.124, 0.059], [-0.055, 0.045, 0.133], [2.054, 0.564, 0.268], [0.292, 0.266, -0.079], [1.747, 2.787, -1.859], [-0.197, -0.042, 0.016], [0.006, -0.002, 0.005], [0.017, -0.012, 0.012], [0.016, -0.006, 0.004], [-0.021, 0.010, -0.012], [-0.001, -0.029, -0.010], [0.027, -0.020, 0.020], [0.000, -0.009, -0.007], [-0.020, 0.004, 0.001], [0.011, 0.050, 0.010], [0.003, -0.076, -0.127], [-0.127, -0.103, 0.293], [0.082, -0.018, -0.005], [-0.021, -0.158, -0.071], [0.258, -0.146, 0.137], [0.244, 0.436, 0.150], [0.076, -0.016, -0.064], [0.067, -0.040, 0.084], [-0.011, -0.127, -0.065], [-0.569, 0.296, -0.066], [-0.123, 0.039, -0.172], [0.176, -0.172, -0.008], [0.012, 0.081, 0.075], [-0.004, -0.039, 0.022], [-0.007, 0.012, -0.083], [0.029, -0.049, 0.050], [0.070, 0.083, 0.089], [-0.055, -0.124, 1.003], [0.005, -0.005, 0.001], [0.013, 0.002, 0.003], [0.009, 0.011, 0.026], [-0.006, 0.026, 0.031], [-0.001, -0.015, 0.018], [-0.005, 0.003, -0.035], [-0.030, 0.019, 0.007], [0.020, 0.050, 0.004], [-0.024, 0.011, 0.007], [-0.016, -0.031, 0.034], [-0.042, 0.096, -0.053], [-0.031, -0.018, 0.012], [-0.022, -0.024, -0.028], [0.023, -0.018, -0.013], [-0.014, 0.026, 0.044], [0.008, -0.022, 0.017], [0.004, -0.029, -0.033], [-0.018, 0.016, 0.026], [0.025, -0.006, 0.018], [0.044, 0.028, 0.001], [-0.061, -0.037, 0.035], [0.014, 0.012, -0.019], [-0.029, -0.017, 0.012], [-0.011, 0.044, 0.012], [-0.020, -0.014, 0.000], [-0.002, 0.000, 0.005], [-0.005, 0.003, -0.007], [-0.028, 0.004, -0.015], [-1.959, 0.350, -1.639], [-0.909, 0.314, -1.765], [-0.152, -0.037, 0.094], [-0.031, 0.019, -0.053], [0.041, -0.048, 0.020], [0.169, 0.122, 0.097], [0.011, 0.146, -0.146], [0.009, 0.015, 0.037], [0.023, -0.027, -0.028], [0.031, -0.009, 0.036], [-0.031, 0.039, 0.013], [-0.010, -0.024, -0.037], [0.011, 0.003, 0.033], [-0.023, -0.011, 0.039], [0.041, 0.030, 0.016], [-0.087, 0.042, 0.004], [0.026, -0.059, -0.083], [-0.029, 0.129, 0.189], [0.013, -0.243, -0.144], [-0.128, 0.420, 0.155], [0.223, -0.184, -0.044], [0.004, -0.232, -0.112], [0.030, -0.016, -0.022], [-0.004, 0.003, -0.005], [0.014, -0.001, -0.009], [-0.006, 0.002, 0.000], [-0.003, 0.030, 0.012], [0.023, 0.044, -0.005], [-0.005, -0.012, -0.023], [-0.001, 0.002, 0.000], [-0.012, 0.008, 0.012], [-0.048, 0.013, -0.060], [0.180, -0.195, 0.124], [-0.022, 0.051, -0.024], [-0.164, 0.341, -0.093], [0.111, 0.012, -0.028], [-0.345, -0.437, 0.272], [-0.069, -0.097, -0.057], [-0.224, -3.057, -0.638], [0.422, 0.082, -0.009], [-0.085, -0.127, -0.021], [-0.311, -0.173, -0.057], [0.058, 0.074, -0.003], [0.066, 0.031, 0.003], [0.414, 0.443, -0.465], [0.415, -0.483, -0.048], [-0.066, -0.150, 0.066], [0.006, -0.007, 0.022], [-0.020, 0.015, 0.021]], "max_force_ev_per_a": 4.84, "e_lumo_ha": 0.046, "homo_ev": -3.91, "homo_lumo_gap_ev": 5.15, "charge": -1, "relative_energy_kcal_mol": 31.88}